# 1
{"formula": "C14H15N3O2S", "method": "wB97M-V/def2-TZVPD", "symbols": ["O", "C", "N", "C", "C", "H", "C", "C", "H", "H", "H", "H", "H", "H", "H", "C", "H", "H", "S", "C", "N", "N", "C", "C", "C", "C", "C", "C", "C", "H", "H", "H", "H", "H", "O"], "xyz": [[0.50222, -3.67998, 1.13051], [-0.50420, -3.30689, 0.56180], [-1.12784, -4.05129, -0.36588], [-2.30096, -3.69561, -1.14108], [-2.58161, -4.94016, -1.98466], [-3.22921, -5.62535, -1.43662], [-1.19634, -5.56004, -2.15581], [-0.56729, -5.32529, -0.78842], [-0.85365, -6.10839, -0.07726], [0.52161, -5.25889, -0.80288], [-0.63779, -5.02403, -2.92359], [-1.23506, -6.61413, -2.41963], [-3.05674, -4.69352, -2.93141], [-2.08647, -2.83025, -1.77882], [-3.14413, -3.44488, -0.49170], [-1.14071, -1.95838, 0.87531], [-0.64504, -1.51425, 1.73713], [-2.21210, -2.04363, 1.05118], [-0.89453, -0.78772, -0.51342], [-0.21180, 0.53206, 0.35543], [-0.06787, 0.65845, 1.64027], [0.49233, 1.86103, 1.84225], [0.66376, 2.42005, 0.68357], [1.22927, 3.72019, 0.41647], [1.65116, 4.51228, 1.48466], [2.19233, 5.75844, 1.23907], [2.31691, 6.22125, -0.06264], [1.89860, 5.43466, -1.12411], [1.35485, 4.18582, -0.89130], [1.02653, 3.56634, -1.71242], [1.99682, 5.79637, -2.13686], [2.74112, 7.19651, -0.24994], [2.51964, 6.37381, 2.06357], [1.54422, 4.12988, 2.48709], [0.22627, 1.60886, -0.32342]], "nbo_charge": [-0.6085, 0.6682, -0.4328, -0.2177, -0.4052, 0.2056, -0.4092, -0.2135, 0.1926, 0.2301, 0.2050, 0.2207, 0.2206, 0.1935, 0.2027, -0.6101, 0.2970, 0.2318, 0.2780, 0.2905, -0.3308, -0.2710, 0.4174, -0.0499, -0.1799, -0.2113, -0.1981, -0.2130, -0.1963, 0.2216, 0.2164, 0.2152, 0.2177, 0.2362, -0.4135], "total_charge": 0, "smiles": "O=C(CSc1nnc(-c2ccccc2)o1)N1CCCC1", "e_lumo_ev": 0.436, "gap_ha": 0.3247, "relative_energy_kj_mol": 151.8, "homo_ev": -8.40, "largest_force_ev_per_a": 1.8}

# 2
{"formula": "C14H15N4OPdS", "method": "wB97M-V/def2-TZVPD", "symbols": ["Pd", "N", "C", "S", "N", "N", "C", "C", "C", "C", "C", "C", "C", "C", "C", "C", "C", "C", "N", "H", "H", "H", "H", "H", "H", "H", "H", "H", "H", "H", "C", "O", "H", "H", "H", "H"], "xyz": [[-1.58240, -1.23028, 1.00570], [0.43322, -4.51052, -0.71324], [-0.20982, -3.44736, -0.32688], [-1.69938, -3.44497, 0.48840], [0.42291, -2.22907, -0.73325], [-0.09867, -1.21592, -0.24440], [0.43943, 0.10249, -0.55300], [1.48187, 0.28945, -1.45760], [1.43059, 1.44206, -2.32808], [2.42835, 1.67259, -3.23092], [3.54185, 0.82107, -3.26208], [3.62117, -0.31288, -2.43125], [2.60680, -0.60067, -1.56660], [-0.27794, 1.15239, 0.14821], [0.16867, 2.47095, 0.17809], [-0.64908, 3.45975, 0.72887], [-1.87359, 3.09959, 1.24443], [-2.22255, 1.73899, 1.28675], [-1.44148, 0.80106, 0.79053], [0.10617, -5.44157, -0.47180], [1.25735, -4.44233, -1.30089], [0.53958, 2.05466, -2.33963], [2.35314, 2.49406, -3.93087], [4.36204, 1.04084, -3.93609], [4.50242, -0.93916, -2.46462], [2.70904, -1.42702, -0.88126], [1.14624, 2.72695, -0.20358], [-0.31894, 4.49030, 0.74837], [-2.55044, 3.83152, 1.66560], [-3.14764, 1.42085, 1.74983], [-3.07547, -0.64608, 3.85846], [-2.21909, -1.50154, 3.03303], [-2.78342, -0.77393, 4.89748], [-4.12166, -0.90369, 3.71300], [-2.88427, 0.37691, 3.55683], [-2.39498, -2.41949, 3.28249]], "nbo_charge": [0.8854, -0.6212, 0.2316, 0.1363, -0.0727, -0.1174, 0.3293, -0.1240, -0.0220, -0.2396, 0.0478, -0.1958, -0.0901, 0.0709, -0.1004, -0.1230, -0.1280, 0.1052, -0.4542, 0.4666, 0.4544, 0.2384, 0.2810, 0.2721, 0.2754, 0.2444, 0.2658, 0.2843, 0.2858, 0.2466, -0.2496, -0.7444, 0.2364, 0.2184, 0.1799, 0.5263], "total_charge": 3, "e_lumo_ev": -13.598, "gap_ha": 0.2172, "relative_energy_kj_mol": 62.0, "homo_ev": -19.51, "largest_force_ev_per_a": 0.7}

# 3
{"formula": "C14H15NO2S", "method": "wB97M-V/def2-TZVPD", "symbols": ["O", "O", "S", "C", "C", "C", "C", "C", "C", "C", "C", "C", "C", "N", "C", "C", "C", "C", "H", "H", "H", "H", "H", "H", "H", "H", "H", "H", "H", "H", "H", "H", "H"], "xyz": [[1.71181, -3.70690, 2.82240], [3.79304, -0.06994, 0.79451], [3.39376, -2.28406, 3.88110], [2.37262, -2.73314, 2.65852], [3.53473, -0.89101, 1.65332], [2.37122, -1.80016, 1.52480], [1.36385, -1.66208, 0.67881], [-2.60397, 4.49824, 0.29776], [-1.73428, 3.90056, 1.16484], [-2.50663, 4.12242, -1.02964], [-0.72216, 2.93269, 0.71995], [-1.66004, 3.09362, -1.44248], [-0.68737, 2.44281, -0.55303], [1.36982, -0.66149, -0.29281], [4.20368, -0.91576, 2.94752], [0.18230, -2.59398, 0.69501], [0.44063, 1.62780, -1.09294], [0.26528, 0.09816, -0.92369], [-3.38548, 5.22041, 0.62547], [-2.00597, 4.05651, 2.20632], [-3.24138, 4.37061, -1.82286], [0.02750, 2.41176, 1.35347], [-1.78753, 2.69643, -2.45176], [2.36392, -0.20330, -0.39338], [4.30790, 0.05326, 3.45866], [5.14459, -1.19661, 2.90664], [0.62791, -3.61831, 0.42580], [-0.37970, -2.64586, 1.70052], [-0.62303, -2.31359, -0.05385], [0.57289, 1.81917, -2.24331], [1.34463, 1.98207, -0.64242], [-0.06528, -0.52260, -1.77851], [-0.52643, -0.04487, -0.33187]], "nbo_charge": [-0.5817, -0.5904, 0.2923, 0.3387, 0.5647, -0.4116, 0.3727, -0.2074, -0.2086, -0.2256, -0.2122, -0.1934, -0.0251, -0.5861, -0.6030, -0.6822, -0.4402, -0.2074, 0.2225, 0.2178, 0.2168, 0.2128, 0.2043, 0.4415, 0.2560, 0.2363, 0.2657, 0.2575, 0.2182, 0.2252, 0.2383, 0.1988, 0.1950], "total_charge": 0, "smiles": "C/C(NCCc1ccccc1)=C1/C(=O)CSC1=O", "e_lumo_ev": 0.362, "gap_ha": 0.3319, "relative_energy_kj_mol": 298.9, "homo_ev": -8.67, "largest_force_ev_per_a": 5.1}

# 4
{"formula": "C14H15NO3Ti", "method": "wB97M-V/def2-TZVPD", "symbols": ["C", "C", "C", "C", "C", "Ti", "N", "C", "C", "H", "H", "H", "H", "H", "H", "H", "H", "H", "H", "O", "C", "C", "C", "C", "C", "C", "C", "O", "O", "H", "H", "H", "H", "H"], "xyz": [[-1.23239, 0.19114, -3.82270], [0.12081, -0.04309, -3.42932], [0.58044, 1.10933, -2.69048], [-0.48604, 2.05396, -2.64972], [-1.60057, 1.49367, -3.35388], [-1.03873, 0.10207, -1.45268], [-2.76923, 0.81469, -1.18559], [1.55379, -1.70338, -1.39467], [2.62377, -0.96222, -1.71278], [1.58967, 1.25144, -2.31788], [0.72742, -0.90478, -3.67736], [-0.41839, 3.04556, -2.20464], [-2.53815, 2.00020, -3.56150], [-1.83660, -0.48707, -4.42620], [2.78508, -0.53068, -2.70265], [1.47439, -2.09596, -0.37737], [-3.63686, 0.96819, -0.67286], [3.42381, -0.80273, -0.98257], [0.84619, -2.13924, -2.11307], [-0.06076, 2.07451, 2.53835], [-0.01674, 0.83294, 3.05004], [-0.00563, 0.67819, 4.44150], [0.11405, -0.59727, 4.98453], [0.23929, -1.72979, 4.16378], [0.15055, -1.60301, 2.78128], [0.02900, -0.32957, 2.22206], [-0.27509, -0.16505, 0.82700], [-0.72527, -1.14453, 0.09773], [-0.16136, 0.97772, 0.21879], [-0.05806, 1.95715, 1.55008], [-0.08060, 1.57011, 5.06381], [0.11220, -0.71123, 6.06995], [0.38932, -2.71333, 4.61101], [0.18072, -2.45794, 2.10802]], "mulliken_spin": [-0.0040, 0.0035, 0.0060, -0.0099, -0.0023, 0.3114, -0.0605, 0.0089, 0.0125, 0.0055, 0.0026, -0.0027, 0.0007, 0.0001, -0.0003, 0.0024, 0.0128, 0.0016, -0.0011, 0.0149, 0.1186, -0.0477, 0.2104, -0.1215, 0.1895, -0.0440, 0.2862, 0.0163, 0.0397, 0.0000, -0.0055, 0.0290, -0.0070, 0.0337], "total_charge": -1, "e_lumo_ev": [2.917, 2.873], "gap_ha": [0.1430, 0.2380], "relative_energy_kj_mol": 0.0, "spin_multiplicity": 2, "homo_ev": [-0.97, -3.60], "largest_force_ev_per_a": 6.1}

# 5
{"formula": "C14H15NOS", "method": "wB97M-V/def2-TZVPD", "symbols": ["C", "C", "C", "C", "C", "C", "C", "N", "C", "O", "C", "C", "C", "C", "C", "S", "H", "H", "H", "H", "H", "H", "C", "H", "H", "H", "H", "H", "H", "H", "H", "H"], "xyz": [[-1.47149, -2.32414, -0.42663], [-2.47686, -1.26370, -0.11088], [-3.73228, -1.60860, 0.37442], [-4.68660, -0.64541, 0.63768], [-4.39942, 0.68953, 0.41567], [-3.15359, 1.07368, -0.05361], [-2.19352, 0.08901, -0.30637], [-0.92962, 0.49634, -0.80198], [0.26485, 0.24750, -0.20541], [0.40249, -0.40844, 0.79828], [1.43404, 0.90902, -0.95354], [2.73753, 0.33057, -0.53114], [3.55080, -0.51081, -1.22499], [4.69539, -0.89939, -0.49350], [4.72800, -0.35198, 0.74690], [3.36185, 0.64427, 1.05098], [5.47005, -0.47410, 1.51063], [5.45494, -1.55629, -0.87822], [3.34593, -0.83954, -2.22891], [1.30143, 0.77519, -2.02932], [1.40262, 1.97918, -0.72550], [-0.95406, 1.20293, -1.52332], [-2.83112, 2.52197, -0.27922], [-2.70424, 2.73269, -1.34288], [-3.63468, 3.15102, 0.09401], [-1.91026, 2.79524, 0.23528], [-5.14584, 1.44390, 0.61747], [-5.65760, -0.93332, 1.01187], [-3.96204, -2.65123, 0.53793], [-1.94422, -3.30234, -0.45789], [-0.99219, -2.12860, -1.38527], [-0.69126, -2.33382, 0.33417]], "nbo_charge": [-0.6416, -0.0187, -0.2034, -0.2037, -0.2123, -0.0355, 0.1905, -0.6447, 0.6936, -0.5988, -0.5361, -0.1873, -0.2602, -0.2583, -0.4110, 0.4599, 0.2337, 0.2224, 0.2180, 0.2327, 0.2374, 0.3965, -0.6357, 0.2072, 0.2240, 0.2211, 0.2070, 0.2124, 0.2089, 0.2128, 0.2142, 0.2548], "total_charge": 0, "smiles": "Cc1cccc(C)c1NC(=O)Cc1cccs1", "e_lumo_ev": 0.551, "gap_ha": 0.3394, "relative_energy_kj_mol": 1.4, "homo_ev": -8.68, "largest_force_ev_per_a": 0.6}

# 6
{"formula": "C14H15O2PS2", "method": "wB97M-V/def2-TZVPD", "symbols": ["S", "O", "O", "S", "C", "C", "C", "C", "C", "C", "C", "C", "C", "C", "C", "C", "C", "C", "P", "H", "H", "H", "H", "H", "H", "H", "H", "H", "H", "H", "H", "H", "H", "H"], "xyz": [[1.63819, 3.68119, -0.86906], [2.82623, 1.27847, 0.59133], [0.88698, 0.91388, -1.04117], [0.16780, 2.41899, 1.60698], [2.97227, -3.67838, 0.09476], [-3.71726, -0.18084, -0.34905], [3.49707, -2.58325, -0.60574], [1.79319, -3.42079, 0.88589], [-3.20776, 0.59732, -1.40303], [-3.23708, 0.01114, 0.99625], [2.77526, -1.47585, -0.87557], [1.10203, -2.24745, 0.71432], [-2.42158, 1.67807, -1.16960], [-2.43213, 1.07936, 1.19929], [1.49709, -1.31052, -0.21780], [-2.06592, 1.98014, 0.18175], [0.38653, -0.33843, -0.64646], [-1.23325, 3.18953, 0.62092], [1.43189, 1.94415, 0.03505], [3.27380, 1.98570, 1.09155], [3.54150, -4.59670, 0.10542], [-4.30524, -1.08009, -0.45829], [4.49606, -2.67136, -1.04059], [1.36988, -4.15992, 1.54384], [-3.56821, 0.47188, -2.44888], [-3.57472, -0.65740, 1.70104], [3.05060, -0.69247, -1.60154], [0.23334, -2.28695, 1.39185], [-2.04760, 2.24290, -1.99569], [-2.05742, 1.18276, 2.22168], [-0.14895, -0.64348, -1.53709], [-0.37263, -0.36951, 0.09511], [-0.86528, 3.84095, -0.12249], [-1.68466, 3.89695, 1.30503]], "nbo_charge": [-0.6445, -0.9629, -0.7919, -0.0828, -0.2007, -0.2002, -0.2181, -0.2014, -0.2284, -0.2130, -0.1916, -0.2292, -0.2033, -0.2144, -0.0574, -0.0447, -0.0964, -0.4947, 1.6526, 0.5168, 0.2173, 0.2125, 0.2138, 0.2102, 0.2209, 0.2126, 0.2303, 0.2191, 0.2276, 0.2208, 0.2107, 0.2041, 0.2657, 0.2404], "total_charge": 0, "smiles": "O[P@@](=S)(OCc1ccccc1)SCc1ccccc1", "e_lumo_ev": 0.461, "gap_ha": 0.3180, "relative_energy_kj_mol": 122.8, "homo_ev": -8.19, "largest_force_ev_per_a": 4.8}

# 7
{"formula": "C14H15O4PV", "method": "wB97M-V/def2-TZVPD", "symbols": ["V", "C", "O", "C", "O", "C", "O", "C", "O", "C", "H", "H", "C", "H", "H", "C", "P", "C", "C", "C", "C", "C", "C", "C", "H", "H", "H", "H", "H", "H", "H", "H", "H", "H", "H"], "xyz": [[-0.39662, 1.89423, -0.45398], [-0.46626, 2.19691, 1.38715], [-0.52422, 2.31285, 2.55761], [-0.32324, 3.74419, -0.94114], [-0.35125, 4.85414, -1.30215], [-2.25933, 1.68657, -0.86316], [-3.42277, 1.73397, -0.98157], [1.42598, 1.42054, -0.79582], [2.56612, 1.18411, -0.92343], [-0.44075, 0.06954, -5.10020], [0.50085, -0.49006, -4.98597], [-1.37802, -0.48961, -4.95441], [-0.44424, 1.38021, -5.40844], [-1.38427, 1.94063, -5.52816], [0.49371, 1.93823, -5.55324], [0.11218, -2.37727, -0.64800], [-0.45405, -0.81431, 0.14872], [-2.11109, -1.28016, 0.74432], [0.46342, -0.90748, 1.72863], [1.85210, -0.96824, 1.60473], [2.67188, -0.83991, 2.72069], [2.09241, -0.70960, 3.98625], [0.70708, -0.68467, 4.12425], [-0.11844, -0.76543, 2.99904], [-0.39018, -2.55299, -1.60463], [-0.11272, -3.22167, 0.02165], [1.18576, -2.37593, -0.84701], [-2.04950, -2.28287, 1.19011], [-2.48956, -0.54088, 1.46208], [-2.78902, -1.26842, -0.11674], [2.29315, -1.08229, 0.62079], [3.74958, -0.82430, 2.59681], [2.73135, -0.60641, 4.86202], [0.25666, -0.57012, 5.11844], [-1.19668, -0.70354, 3.13479]], "mulliken_spin": [2.9899, -0.1500, 0.2017, -0.1417, 0.1738, -0.0989, 0.1253, -0.0955, 0.1110, -0.0019, -0.0001, -0.0002, -0.0020, -0.0001, -0.0002, -0.0098, -0.1093, 0.0052, -0.0016, 0.0045, -0.0016, 0.0034, 0.0042, -0.0075, 0.0006, -0.0033, 0.0005, -0.0009, -0.0007, 0.0011, 0.0024, 0.0000, 0.0001, 0.0003, 0.0014], "total_charge": 2, "e_lumo_ev": [-10.334, -10.542], "gap_ha": [0.1868, 0.1799], "relative_energy_kj_mol": 9.1, "spin_multiplicity": 4, "homo_ev": [-15.42, -15.44], "largest_force_ev_per_a": 9.7}

# 8
{"formula": "C14H15P", "method": "wB97M-V/def2-TZVPD", "symbols": ["C", "C", "C", "C", "C", "C", "C", "C", "C", "C", "C", "C", "C", "C", "P", "H", "H", "H", "H", "H", "H", "H", "H", "H", "H", "H", "H", "H", "H", "H"], "xyz": [[3.79954, -1.05022, 0.55908], [2.92802, -0.69532, 1.53827], [3.89623, -0.28960, -0.56550], [2.18705, 0.43431, 1.35959], [3.10116, 0.89256, -0.74732], [2.19608, 1.23457, 0.22175], [-1.26169, -3.37740, -1.26183], [-2.60457, 2.13055, 0.54256], [-1.69598, 2.23738, -0.71369], [-1.45296, -2.43054, -0.32779], [-2.93799, 0.66431, 0.96463], [-2.67580, -1.51243, -0.48125], [-0.42370, 1.62059, -0.30348], [-2.77439, -0.36113, 0.17360], [1.00479, 2.51713, -0.13615], [4.46892, -1.96181, 0.48725], [2.86256, -1.34824, 2.44050], [4.55569, -0.45517, -1.49222], [1.68648, 0.72450, 2.31680], [3.32394, 1.62484, -1.57369], [-0.48754, -4.08925, -1.09356], [-1.93249, -3.43997, -2.16733], [-2.44183, 2.76871, 1.38299], [-3.58292, 2.47569, 0.12949], [-1.53327, 3.34508, -0.98782], [-2.11533, 1.56248, -1.43933], [-0.73824, -2.39523, 0.47585], [-3.24089, 0.53878, 1.93431], [-3.50693, -1.85970, -1.07385], [-0.60395, 0.49455, -0.16187]], "nbo_charge": [-0.2304, -0.2084, -0.2104, -0.2041, -0.1925, -0.3785, -0.3780, -0.4106, -0.4677, -0.2098, -0.2640, -0.3102, -0.5348, 0.0730, 0.6463, 0.2208, 0.2185, 0.2176, 0.2149, 0.2179, 0.1998, 0.1958, 0.2226, 0.2154, 0.2233, 0.2302, 0.2170, 0.2226, 0.2291, 0.2348], "total_charge": 0, "smiles": "C=CC=C=CCC/C=P/c1ccccc1", "e_lumo_ev": 0.544, "gap_ha": 0.3356, "relative_energy_kj_mol": 211.8, "homo_ev": -8.59, "largest_force_ev_per_a": 4.3}